(1)
{"formula": "C3H6N2O2", "method": "the ωB97M-V functional and the def2-TZVPD basis", "homo_lumo_gap_ev": 10.71, "smiles": "[H]/N=C/OCC(N)=O", "symbols": ["H", "H", "H", "H", "N", "O", "H", "H", "C", "N", "C", "O", "C"], "xyz": [[0.209, -1.570, 0.160], [-0.257, -1.241, 1.860], [2.512, 1.193, 0.390], [-1.046, -0.523, -1.450], [-1.739, -0.252, -0.769], [-1.749, 0.868, 1.218], [1.789, 0.926, -1.774], [-2.471, 0.360, -1.110], [-0.035, -0.793, 0.892], [1.243, 0.392, -1.106], [-1.242, 0.062, 0.465], [1.117, 0.003, 1.147], [1.669, 0.576, 0.077]]}

***

(2)
{"formula": "C25H18ClN5O5Tl", "method": "the ωB97M-V functional and the def2-TZVPD basis", "homo_lumo_gap_ev": 7.36, "charge": 1, "symbols": ["C", "C", "C", "C", "N", "H", "N", "H", "O", "C", "H", "C", "H", "H", "H", "Cl", "C", "H", "C", "C", "C", "C", "C", "O", "C", "C", "H", "C", "H", "C", "C", "C", "C", "N", "H", "C", "H", "H", "C", "C", "O", "C", "N", "O", "O", "H", "N", "H", "C", "H", "H", "Tl", "C", "H", "H"], "xyz": [[-0.171, 3.253, -0.225], [2.897, 0.315, -5.012], [-1.091, -2.254, 1.420], [-2.229, 1.004, 3.606], [-0.404, 0.098, -3.404], [-5.635, -0.352, -2.815], [-1.154, -1.312, 2.367], [-2.416, -0.013, 3.934], [2.192, -0.093, -0.380], [2.664, -0.062, -1.595], [-4.315, 1.034, -1.241], [-3.931, -0.888, -4.000], [-1.300, -3.198, 3.951], [-1.899, 1.319, -1.586], [-0.831, -4.393, -0.129], [-0.247, 0.476, -6.027], [1.723, 0.202, -4.076], [4.092, 0.039, -3.517], [-3.827, 0.523, -2.061], [-0.801, -5.985, 1.318], [-0.897, -4.663, 0.917], [-1.259, 3.497, 2.266], [-2.559, -0.778, -4.172], [3.843, -0.120, -1.864], [0.395, 0.228, -4.490], [-1.069, -3.661, 1.868], [-3.180, 1.502, 3.410], [-0.401, 4.521, 0.275], [-1.121, 5.615, 1.974], [1.635, 0.053, -2.686], [-1.834, -0.002, -3.284], [-0.883, -6.305, 2.667], [-1.019, 2.258, 1.694], [0.368, -0.004, -2.305], [-1.720, 1.542, 4.409], [-1.165, -3.983, 3.220], [-2.066, -1.309, -4.973], [-4.502, -1.488, -4.696], [-1.077, -5.307, 3.615], [-4.566, -0.249, -2.946], [4.105, 0.187, -4.492], [-1.382, 0.990, 2.376], [-0.961, -0.099, 1.852], [2.710, 0.512, -6.180], [-1.012, -1.975, 0.172], [-1.153, -5.564, 4.663], [-0.484, 2.156, 0.470], [0.266, 3.104, -1.206], [-2.459, 0.659, -2.236], [-0.162, 5.391, -0.321], [-0.661, -6.766, 0.583], [0.115, -0.083, -0.079], [-0.944, 4.638, 1.544], [-0.787, -7.335, 2.984], [-1.672, 3.572, 3.261]]}

***

(3)
{"formula": "C19H38F3N2O12PS3", "method": "the ωB97M-V functional and the def2-TZVPD basis", "homo_lumo_gap_ev": 8.66, "smiles": "O=[P@](O)(OCCCCCCCSc1nnco1)OCCOCC(F)(F)F.CCOS(C)(=O)=O.CCOS(C)(=O)=O", "symbols": ["H", "H", "H", "H", "H", "P", "H", "C", "N", "H", "H", "H", "C", "H", "C", "H", "C", "O", "C", "O", "H", "H", "H", "H", "H", "H", "O", "H", "C", "H", "H", "O", "H", "O", "H", "C", "H", "C", "O", "F", "H", "C", "C", "S", "H", "O", "H", "O", "F", "H", "H", "C", "S", "C", "H", "O", "H", "H", "S", "C", "C", "C", "C", "H", "F", "H", "N", "H", "H", "O", "O", "C", "H", "O", "H", "H", "C", "C"], "xyz": [[0.273, 6.438, -2.691], [-1.211, 2.501, -3.888], [1.143, -10.056, -1.184], [-1.941, 5.083, 2.369], [2.304, 5.557, -0.804], [0.025, 5.822, 3.348], [-0.477, -5.016, -1.745], [-4.690, 8.979, 1.552], [-1.130, -4.304, -3.958], [1.241, 4.294, 1.066], [0.813, -10.675, 0.433], [-1.941, 6.695, 5.452], [2.261, -11.833, -0.639], [0.648, -4.302, -2.937], [-0.106, 2.868, -1.824], [4.945, -7.048, 0.072], [-2.252, -2.327, -3.421], [0.960, -4.826, 0.532], [-2.366, -4.663, -3.159], [-3.061, -3.406, -2.828], [1.161, -2.484, 1.993], [-1.448, 8.513, 5.411], [2.997, -11.716, -1.440], [-2.402, 8.762, 0.995], [1.385, -3.341, 3.525], [1.170, 7.035, -0.463], [-2.630, 9.299, 3.151], [2.790, -12.238, 0.229], [0.572, -4.846, -1.993], [-2.309, 2.373, -2.336], [-0.552, 3.215, -0.794], [4.704, -9.729, -0.952], [0.157, 4.224, -3.765], [0.539, -2.631, -0.594], [4.525, -8.163, 1.406], [-1.230, 2.106, -2.767], [-0.581, 4.926, 0.666], [0.201, 5.556, -1.904], [0.755, 6.254, 1.824], [-4.971, 7.515, 1.507], [3.306, -6.994, 0.790], [-3.108, 9.364, 1.745], [-1.496, 7.535, 4.731], [-2.547, -0.463, -3.404], [-2.370, 7.221, 2.538], [2.878, -8.147, -1.714], [-0.773, 0.122, -1.732], [2.744, -3.833, -0.923], [-5.087, 9.509, 0.194], [0.734, 2.056, -1.584], [-2.995, 10.501, 1.417], [-1.036, 0.475, -2.817], [3.602, -8.835, -0.666], [4.146, -7.638, 0.526], [-3.623, 7.537, 3.910], [2.537, -9.609, 0.294], [1.513, -12.558, -0.971], [-0.156, 0.230, -3.571], [1.310, -3.848, -0.724], [1.602, -4.594, 1.777], [0.566, 4.139, -2.651], [0.569, 5.214, 0.800], [1.179, 5.853, -0.618], [-0.112, -3.550, 2.582], [-5.576, 9.661, 2.524], [1.114, -5.791, -2.061], [-1.053, -2.907, -4.154], [-2.715, -5.739, -2.814], [1.480, -5.503, 2.375], [1.106, 4.894, 4.102], [-1.429, 4.872, 3.225], [1.609, -10.506, -0.300], [2.678, -4.441, 1.638], [-0.114, 7.271, 4.302], [-0.916, 5.561, -1.507], [1.735, 4.080, -2.739], [-2.548, 7.877, 3.519], [0.974, -3.427, 2.516]]}

***

(4)
{"formula": "C2H6N2O3", "method": "the ωB97M-V functional and the def2-TZVPD basis", "homo_lumo_gap_ev": 11.39, "smiles": "NC(=O)NC=O.O", "symbols": ["N", "H", "H", "O", "O", "H", "H", "O", "N", "H", "C", "C", "H"], "xyz": [[-0.598, 0.327, -1.281], [-1.401, -2.433, -0.119], [1.246, 1.233, 2.140], [1.108, 1.689, -2.086], [-0.316, 0.070, 1.560], [1.876, 1.781, 0.118], [-0.931, 0.092, -0.366], [-1.201, -3.126, 0.523], [1.031, 1.230, 0.118], [-1.167, -2.587, 1.327], [0.577, 0.863, 1.352], [0.524, 1.108, -1.213], [-0.748, -0.246, -2.073]]}

***

(5)
{"formula": "C31H38N4O6", "method": "the ωB97M-V functional and the def2-TZVPD basis", "homo_lumo_gap_ev": 8.63, "smiles": "CC(=O)NCCCC[C@@H]1OC(=O)O[C@@]1(COc1cc(C)ccc1C(C)C)N=C=O.c1ccncc1.c1ccncc1", "symbols": ["C", "H", "H", "C", "H", "O", "C", "C", "C", "H", "H", "C", "H", "H", "C", "N", "H", "H", "C", "N", "H", "H", "O", "H", "H", "C", "O", "N", "H", "N", "C", "H", "H", "H", "C", "H", "C", "C", "H", "H", "H", "H", "H", "H", "H", "C", "C", "H", "C", "C", "H", "C", "H", "H", "C", "C", "H", "H", "H", "H", "C", "O", "C", "C", "C", "O", "C", "C", "H", "C", "H", "C", "C", "H", "H", "C", "C", "O", "H"], "xyz": [[4.350, -2.326, 1.187], [-2.906, 1.558, 3.846], [-0.293, -0.319, 2.371], [2.252, 0.526, -1.322], [-1.434, 0.541, -1.618], [2.522, 1.960, -1.574], [-2.836, 6.375, 6.614], [3.905, 0.273, 0.814], [-3.824, -3.095, 0.424], [-5.623, -2.484, 1.892], [-1.879, -3.314, -0.844], [-2.567, -0.291, 1.267], [2.658, 2.481, -8.470], [-3.992, 1.971, 2.325], [2.136, 1.529, -8.485], [3.243, -3.278, 1.515], [-2.040, 5.025, 8.096], [1.625, -5.244, 0.130], [-4.431, -4.530, 0.030], [0.966, -1.297, -2.266], [-3.185, 5.506, 3.370], [4.701, 0.092, 0.009], [1.433, 3.416, -3.100], [3.150, 0.004, -1.811], [-2.995, 7.193, 7.308], [1.050, -1.566, -3.552], [4.720, -5.062, 0.796], [-2.428, 4.269, 4.827], [-0.177, 1.119, -0.290], [1.590, 1.195, -9.666], [2.058, 0.740, -7.348], [5.397, -2.694, 1.510], [0.254, -1.765, -8.739], [-5.515, -4.446, -0.340], [-0.467, 0.289, -1.055], [1.668, -5.496, 1.955], [-2.916, 1.942, 2.766], [-3.965, -0.785, 1.825], [3.030, -1.017, 2.509], [0.504, -0.222, -10.685], [0.297, 1.464, 2.277], [-1.705, 3.199, 6.427], [-2.507, 3.029, 2.760], [2.960, -3.227, 2.510], [-0.854, 0.834, 3.688], [1.590, 2.236, -2.656], [-2.448, -2.605, -0.131], [-4.466, -5.143, 1.019], [0.797, -0.833, -8.639], [2.270, -5.664, 0.991], [2.520, 1.059, -6.422], [-2.943, 5.444, 4.426], [1.973, -0.893, 0.410], [4.835, -0.617, 2.698], [-1.789, -1.212, 0.269], [0.836, 0.182, -2.050], [1.288, -1.108, -6.562], [-3.779, -5.050, -0.759], [-3.578, 7.444, 4.894], [-1.825, 1.771, 0.824], [-1.957, 1.111, 1.759], [0.875, 1.079, -3.195], [-4.612, -2.175, 1.419], [0.934, 0.024, -9.719], [-2.120, 4.157, 6.130], [0.798, -2.030, -4.692], [-0.588, 0.792, 2.557], [3.550, -4.660, 1.097], [1.712, 0.882, 0.827], [4.036, -0.920, 1.932], [2.608, -6.747, 0.828], [1.373, -0.464, -7.431], [2.403, 0.174, 0.239], [4.297, -2.133, 0.050], [-4.584, -0.173, 2.591], [-3.162, 6.519, 5.273], [-2.305, 5.172, 7.056], [-0.500, -0.953, -0.307], [4.030, 1.261, 1.392]]}

***

Values for energy relative to the best compared isomer or geometry (same formula, charge and spin), eV, ordered as above
1.309, 0.384, 12.118, 0.523, 15.804
Values for E_LUMO, eV, ordered as above
0.91, -4.14, -0.37, 0.51, 0.09